13
Properties=species:S:1:pos:R:3:forces:R:3 method="wB97M-V/def2-TZVPD" orbital_gap_ha=0.277 e_above_lowest_kj_mol=52.3 total_charge=+1
C -2.0931 2.1128 0.8330 1.5 -1.9 -1.6
C -1.6473 0.8501 0.3227 2.2 5.1 0.3
C 2.2926 -2.2458 -0.0703 -1.2 0.4 -0.8
C 0.7333 -0.9558 -0.6128 0.9 2.2 1.6
N -1.2314 3.0390 0.5840 0.6 2.2 1.0
N 1.6058 -1.0969 0.2822 -1.1 0.0 -0.5
N 1.9505 -2.7992 -1.1871 -0.2 -0.3 -1.5
N -0.4526 1.0121 -0.1974 1.5 -4.2 -0.8
S 0.8071 -1.9327 -2.0022 -0.4 -0.1 0.4
S 0.1347 2.5159 -0.0374 -0.6 0.1 -0.3
H -2.9889 2.2850 1.3051 -1.9 0.6 0.9
H -2.1424 0.0031 0.3360 -2.1 -4.2 0.0
H 3.0317 -2.7876 0.4440 0.8 0.2 1.3



13
Properties=species:S:1:pos:R:3:forces:R:3 method="wB97M-V/def2-TZVPD" smiles="S=c1ncc2[nH]nnc2[nH]1" orbital_gap_ha=0.280 e_above_lowest_kj_mol=82.0 total_charge=0
S -2.3071 1.3055 -2.4842 0.4 -0.4 0.5
C -1.3785 0.6981 -1.2492 0.5 0.6 -0.2
N -1.8612 0.5437 0.0543 0.1 -0.2 -0.5
C -1.1183 0.0774 1.0036 -0.5 0.1 0.7
C 0.2400 -0.2638 0.7962 -0.6 0.3 -0.5
N 1.2738 -0.7649 1.5094 0.0 0.0 0.5
N 2.3341 -0.9002 0.7300 0.2 -0.4 -0.2
N 2.0297 -0.5457 -0.4840 0.2 0.4 0.0
C 0.7487 -0.1027 -0.4710 0.0 -0.2 0.1
N -0.0186 0.4151 -1.4710 -0.5 -0.2 -0.1
H -1.6061 -0.0348 1.9855 0.3 0.1 -0.4
H 1.3337 -0.9886 2.5027 0.0 0.1 -0.6
H 0.3298 0.5609 -2.4223 -0.1 -0.2 0.6



9
Properties=species:S:1:pos:R:3:forces:R:3 method="wB97M-V/def2-TZVPD" orbital_gap_ha=0.349 e_above_lowest_kj_mol=195.0 total_charge=0
C -1.7041 -1.0196 -0.2018 -0.4 -1.1 0.4
C 1.4055 1.0344 -0.3342 0.2 1.3 -0.7
C -0.6745 -0.2729 -0.4463 1.3 2.9 -0.7
C 1.4872 0.5567 0.8790 0.4 0.4 0.3
N 0.1766 0.5217 -0.8559 -0.5 -0.6 -0.7
O 1.3426 0.0406 1.8918 0.2 -0.5 1.0
H -2.6873 -0.7082 0.2277 1.3 -0.4 -0.4
H 2.0337 1.8967 -0.7640 -1.4 -1.9 0.5
H -1.3796 -2.0495 -0.3964 -1.1 0.0 0.2



9
Properties=species:S:1:pos:R:3:forces:R:3 method="wB97M-V/def2-TZVPD" orbital_gap_ha=0.301 e_above_lowest_kj_mol=642.1 total_charge=0
C 3.2363 -0.4807 0.0693 -1.3 1.3 0.0
C 2.0296 0.0973 -0.0362 -2.9 0.6 -1.0
C -0.0143 0.2221 -0.1733 0.8 1.2 -0.6
C -1.4671 -0.0324 0.0317 2.1 1.9 2.4
N 0.6449 1.3270 -0.2002 2.7 -1.1 0.7
O 0.8609 -0.7787 -0.1902 0.5 -1.1 0.6
H -1.5934 0.3203 1.0910 -0.4 -0.5 -0.9
H -1.4913 -1.0445 -0.0105 -0.7 -3.3 0.1
H -2.2057 0.3697 -0.5815 -0.7 1.1 -1.3